No. 1
{"formula": "C27H34N4RuS6", "method": "the ωB97M-V functional and the def2-TZVPD basis", "homo_ev": [-12.098, -12.096], "orbital_gap_ev": [4.172, 4.167], "total_charge": 2, "multiplicity": 1, "symbols": ["C", "N", "H", "C", "C", "H", "H", "N", "H", "C", "C", "C", "C", "C", "H", "H", "H", "S", "C", "H", "H", "C", "H", "C", "C", "H", "N", "H", "H", "S", "H", "C", "H", "H", "N", "C", "H", "S", "H", "H", "C", "C", "H", "C", "C", "H", "C", "H", "H", "C", "H", "C", "S", "C", "H", "H", "H", "H", "S", "H", "H", "S", "C", "C", "C", "H", "C", "H", "H", "H", "C", "Ru"], "coordinates": [[-3.8277, -2.3837, -0.1797], [-1.9008, 3.6658, -0.0682], [3.0618, 3.8228, 0.3834], [-1.5003, -5.2217, 0.1910], [-3.8259, -6.7351, 0.1894], [0.2650, -3.9865, 2.2019], [-1.4785, 4.2791, -2.0234], [-2.7428, -3.2049, -0.2071], [3.2925, -0.9838, 2.0324], [2.2418, -1.2534, 2.0609], [-4.6261, 4.3806, -0.5705], [4.8764, 2.6857, 0.1107], [3.6866, 1.8538, -2.8088], [3.7390, 3.5327, -0.4283], [-2.1215, 5.5388, -0.9490], [3.8191, -0.0862, -3.7526], [-5.6347, 4.1596, -0.9146], [-3.3274, -0.7477, -0.5132], [-3.6340, 4.2023, -1.7160], [4.0356, -1.9045, -0.3223], [-1.4438, -2.2591, 2.6050], [-0.0688, -0.6372, 2.4776], [-3.6997, 3.1839, -2.1052], [1.8654, -2.5814, 1.9927], [0.5444, -2.9455, 2.2024], [4.1460, 4.4314, -0.8946], [-1.5751, -2.6139, -0.4596], [-2.7939, 4.7886, 1.4428], [4.8399, -1.6520, -1.8858], [2.7029, -0.5929, -1.7021], [0.9658, 1.8103, 2.9049], [-0.4184, -1.9684, 2.4341], [5.9970, -0.6115, 0.1482], [-4.9379, 3.5592, 1.4091], [0.1741, 2.4364, 0.3122], [4.3218, -1.1579, -1.0637], [-4.6200, 5.4154, -0.2247], [2.5899, 2.7646, -1.6458], [5.7234, 0.4909, -1.1986], [3.7306, 2.4469, -3.7244], [1.6880, 1.1382, 2.4417], [-1.6416, -1.3425, -0.6465], [5.6758, 2.5441, -0.6151], [1.2815, -0.2411, 2.3187], [5.2263, -0.1111, -0.4421], [-2.5130, 3.0816, 1.8427], [-2.2076, 4.4838, -1.2360], [4.6853, 1.8074, -2.3866], [2.7049, 1.2994, 2.8095], [-0.8106, 3.0159, 0.0797], [-4.2984, 2.4080, 0.2358], [-2.8328, 3.7650, 1.0521], [4.3625, 1.0319, 0.7190], [-3.8964, -5.3693, -0.0148], [2.6086, -3.3424, 1.8118], [2.1760, 0.5772, -3.6516], [5.3017, 3.1987, 0.9769], [-2.5463, -8.4176, 0.5164], [-5.4143, -2.7147, 0.1659], [-0.6116, -4.6128, 0.1766], [-4.8574, -4.9120, -0.2033], [-0.4225, -0.2765, -1.0951], [3.1273, 0.4781, -3.1267], [-2.5981, -7.3486, 0.3861], [-1.4394, -6.5857, 0.3907], [-3.8701, 4.8838, -2.5331], [-4.2480, 3.4460, 0.5737], [-0.8101, 0.1207, 2.6919], [-0.4834, -7.0610, 0.5462], [-4.7296, -7.3237, 0.1698], [-2.7365, -4.6021, -0.0067], [1.6915, 1.0589, 0.3151]], "atomic_forces_ev_per_a": [[-2.15, 0.60, 0.45], [-0.32, 0.11, -0.06], [0.13, 0.07, -0.21], [-0.14, 0.19, 0.10], [0.47, -0.13, -0.05], [-0.06, -0.13, -0.01], [-0.02, -0.01, 0.15], [0.33, 0.69, -0.40], [-0.10, -0.04, -0.03], [0.10, -0.10, 0.03], [0.02, -0.31, -0.10], [-0.11, -0.19, 0.13], [-0.18, 0.12, 0.31], [-0.21, 0.15, -0.32], [0.07, -0.10, 0.00], [-0.06, 0.02, -0.09], [-0.04, 0.03, -0.01], [0.93, -0.62, 0.05], [0.11, 0.18, 0.10], [0.04, -0.09, -0.10], [-0.11, -0.02, 0.02], [-0.20, -0.15, -0.18], [0.05, -0.02, -0.02], [0.26, -0.02, -0.10], [0.16, 0.25, -0.07], [-0.01, 0.05, 0.12], [1.13, -0.50, -0.01], [0.04, -0.08, -0.01], [0.03, -0.12, 0.07], [0.20, 0.25, 0.72], [0.09, -0.06, -0.25], [-0.27, 0.36, 0.15], [-0.01, 0.09, -0.06], [0.02, -0.02, 0.06], [-0.31, 0.29, 0.31], [-0.42, 0.29, -0.15], [-0.01, 0.09, 0.02], [-0.16, -0.88, 1.38], [0.01, 0.01, 0.05], [0.01, 0.01, 0.07], [0.23, 0.80, 0.11], [-1.81, 0.53, 0.73], [0.00, 0.00, 0.06], [0.10, 0.21, -0.90], [-0.14, 0.11, 0.13], [0.02, 0.08, -0.11], [-0.27, 0.30, -0.79], [-0.01, 0.02, 0.00], [-0.29, 0.04, -0.14], [1.50, -0.76, 0.47], [0.01, -0.03, 0.05], [-0.66, -0.10, 0.58], [-0.47, 0.30, -0.21], [-0.39, 0.23, -0.23], [0.09, -0.08, 0.04], [0.04, -0.10, -0.09], [0.03, 0.00, -0.15], [0.04, -0.11, 0.08], [0.57, 0.56, -0.13], [0.12, -0.11, -0.06], [0.28, -0.21, 0.07], [1.61, 1.15, -0.43], [-0.18, -0.05, 0.48], [-0.17, -0.01, 0.00], [-0.03, -0.03, 0.00], [0.07, 0.00, -0.04], [0.10, 0.22, 0.09], [-0.07, 0.03, -0.05], [0.11, -0.04, -0.02], [-0.09, -0.01, 0.00], [0.28, -1.15, 0.20], [0.05, -2.03, -1.79]], "mulliken_charge": [0.15, 0.15, 0.32, -0.19, -0.85, 0.71, 0.42, 0.72, 0.83, 0.43, -0.73, -0.89, -0.53, -0.68, 0.31, 0.51, 0.33, -0.03, -0.56, 0.27, 0.51, -0.91, 0.27, -1.07, -0.27, 0.56, -0.76, 0.31, 0.63, 0.19, 0.54, -0.86, 0.56, 0.35, -0.45, -0.79, 0.33, -0.02, 0.42, 0.54, -1.08, -0.01, 0.51, 0.36, -0.97, 0.45, -0.68, 0.16, 0.39, 0.25, 0.10, -0.77, 0.05, -0.49, 0.50, 0.43, 0.49, 0.41, -0.29, 0.73, 0.21, -0.02, -0.99, -0.43, -0.85, 0.36, -0.35, 0.45, 0.38, 0.41, 0.78, 0.74]}


No. 2
{"formula": "C27H34N6O4PSV", "method": "the ωB97M-V functional and the def2-TZVPD basis", "s_squared": 2.036, "homo_ev": [-13.655, -13.577], "orbital_gap_ev": [7.693, 7.615], "total_charge": 2, "multiplicity": 3, "symbols": ["H", "H", "C", "C", "H", "H", "H", "P", "H", "H", "C", "H", "C", "C", "H", "O", "C", "C", "N", "C", "C", "H", "H", "C", "N", "H", "H", "C", "H", "C", "O", "H", "C", "H", "H", "H", "H", "O", "C", "H", "C", "V", "H", "H", "S", "C", "N", "H", "H", "H", "C", "H", "C", "C", "C", "O", "C", "H", "H", "C", "C", "H", "H", "N", "H", "C", "C", "N", "H", "C", "H", "H", "C", "N"], "coordinates": [[-4.1928, -2.8792, 0.9584], [3.1031, -3.3126, -1.6508], [-3.1867, -3.2482, 1.1682], [3.7662, -3.8628, 0.3128], [-4.2021, 0.5114, 0.5491], [5.2785, 1.6968, -1.1545], [-3.1612, -2.8974, 3.3279], [1.1064, -0.9612, -1.0314], [-2.1338, -4.2334, 2.8027], [-3.1315, 0.3343, 2.9245], [-0.7367, -3.1584, -4.6129], [2.7110, 1.6747, 3.2179], [-3.0421, 3.7216, 2.0492], [-3.0812, -3.7276, 2.6280], [-1.1691, -3.6740, -5.4597], [-0.8519, 1.0071, -1.0131], [3.6611, -3.6441, 1.6841], [3.0120, -3.1211, -0.5903], [1.9418, 1.7343, 2.5656], [-1.5569, -2.6336, -3.6255], [1.9475, 0.8811, -2.9247], [-3.8927, -4.4231, 2.8276], [-2.1277, 3.7884, 2.6367], [-4.2094, 1.2845, 1.3197], [0.7665, 1.8619, 0.1466], [-2.9908, -4.0804, 0.4890], [-4.2362, 4.9072, 0.6828], [1.9927, -1.9789, 1.2771], [-3.8773, 3.4870, 2.7057], [-2.2420, -2.1896, 0.8969], [-0.5555, 3.1471, -1.1378], [4.2750, -4.2184, 2.3646], [0.6406, -3.0000, -4.5328], [-4.8310, -0.1482, 2.7946], [2.6907, 3.6053, 2.0619], [2.5285, 2.3584, -4.3624], [1.0140, 0.6418, -3.4209], [0.3343, -0.6173, 2.5375], [-4.1407, 0.6912, 2.7163], [1.0623, 1.7758, 3.0693], [0.3825, -1.8216, -2.4508], [-0.2420, 0.0936, 0.5891], [-1.6365, -1.5367, -1.7852], [-3.3996, 5.8420, 1.9148], [-2.7602, 2.3161, 0.9122], [1.4791, 2.9438, 0.5804], [-1.4674, -1.3583, 0.7228], [-4.4173, 1.4108, 3.4847], [4.6796, 2.8483, -3.2538], [1.2780, -3.3904, -5.3150], [2.8015, 1.8383, -3.4535], [3.7646, 0.0044, -0.1879], [-3.3058, 4.9885, 1.2451], [2.2977, 0.2024, -1.7565], [-0.9999, -1.9711, -2.5418], [-1.5703, 1.5857, 1.5422], [0.9556, -1.0223, 1.5754], [2.1521, 4.8407, 0.2340], [-5.0801, 1.9230, 1.1609], [4.0039, 2.1225, -2.8214], [2.7653, -2.7132, 2.1786], [-2.4963, 5.1825, 0.5415], [2.2727, -2.1555, -3.4333], [-0.2270, 2.0518, -0.7051], [4.4481, -4.6211, -0.0486], [4.3417, 1.4655, -1.6451], [1.2032, -2.3240, -3.4634], [1.6441, 4.0511, -0.1295], [2.6643, -2.5570, 3.2451], [2.1450, -2.1560, -0.1089], [1.0853, 4.1811, -0.9556], [-2.6307, -2.7310, -3.7168], [3.4903, 0.5139, -1.1047], [2.0959, 2.8520, 1.7525]], "atomic_forces_ev_per_a": [[0.05, 0.05, -0.07], [0.04, 0.04, 0.00], [-0.27, -0.40, 0.34], [-0.06, 0.06, -0.02], [-0.06, 0.03, -0.02], [0.01, -0.06, 0.01], [-0.03, 0.02, -0.03], [0.67, -0.86, -0.55], [-0.01, -0.01, -0.01], [-0.03, -0.04, 0.03], [0.00, 0.02, 0.02], [0.09, -0.01, -0.07], [-0.07, 0.04, -0.36], [0.01, 0.06, 0.00], [-0.01, -0.01, 0.01], [-0.37, 0.85, -1.01], [0.00, 0.00, 0.06], [0.10, -0.09, -0.03], [-0.09, -0.35, 0.00], [-0.04, -0.04, -0.07], [0.01, -0.09, 0.13], [0.03, -0.04, 0.00], [0.02, -0.09, 0.00], [0.28, 0.07, -0.05], [0.21, 0.33, 0.45], [0.01, 0.10, -0.10], [0.02, 0.04, -0.03], [0.41, -0.39, 0.11], [0.07, -0.07, 0.07], [0.34, 0.22, -0.11], [0.01, -0.79, -0.08], [-0.02, -0.01, 0.01], [0.11, -0.01, -0.05], [-0.03, 0.02, -0.02], [-0.06, 0.13, -0.02], [0.02, -0.03, -0.02], [0.03, 0.04, -0.08], [0.06, 0.10, 0.44], [0.04, 0.02, 0.01], [0.01, 0.09, 0.12], [0.11, 0.06, 0.05], [0.49, 0.42, 2.53], [-0.06, -0.02, 0.01], [0.01, -0.01, 0.01], [-0.63, 0.08, 0.67], [0.33, 0.17, -0.19], [-2.18, -1.84, -0.03], [0.03, 0.01, 0.00], [0.01, 0.01, 0.03], [-0.01, 0.00, 0.00], [-0.05, 0.07, -0.01], [0.01, -0.02, -0.02], [-0.05, -0.07, 0.00], [-0.02, 0.00, -0.10], [0.11, 0.05, -0.06], [0.35, -0.45, -0.06], [0.74, -0.30, -0.23], [0.06, -0.05, 0.03], [-0.02, -0.02, -0.08], [-0.06, 0.00, -0.02], [-0.05, 0.02, 0.08], [-0.01, 0.04, 0.00], [0.01, -0.03, -0.01], [-0.05, 2.77, -1.59], [0.00, 0.02, -0.04], [0.06, 0.09, 0.03], [-0.13, 0.00, 0.00], [-0.08, 0.01, 0.00], [-0.05, -0.01, -0.01], [-0.24, 0.15, 0.16], [-0.01, 0.05, -0.08], [0.00, 0.01, 0.05], [-0.01, -0.05, -0.06], [-0.13, -0.08, -0.10]], "mulliken_charge": [0.31, 0.42, -0.55, -0.70, 0.34, 0.48, 0.34, 2.44, 0.35, 0.19, -0.59, 0.30, -0.42, -1.19, 0.42, -0.61, -0.75, -0.51, -0.46, -0.90, -0.38, 0.39, 0.34, -0.73, 0.63, 0.33, 0.32, -0.28, 0.36, 0.51, -0.80, 0.44, -0.98, 0.36, 0.18, 0.47, 0.52, -0.73, -0.98, 0.16, 0.53, 0.04, 0.29, 0.41, 0.36, -0.14, 0.05, 0.36, 0.46, 0.44, -0.90, 0.46, -1.16, 0.29, -0.42, -0.67, 1.34, 0.23, 0.55, -0.60, -0.52, 0.31, 0.46, 1.02, 0.48, -0.83, -0.30, -0.28, 0.60, 0.17, 0.18, 0.45, -0.63, -0.08]}


No. 3
{"formula": "C27H35AlNO2P2", "method": "the ωB97M-V functional and the def2-TZVPD basis", "homo_ev": -11.205, "orbital_gap_ev": 8.502, "total_charge": 1, "multiplicity": 1, "symbols": ["H", "H", "H", "P", "H", "C", "H", "C", "H", "H", "H", "C", "H", "C", "C", "P", "C", "H", "H", "H", "C", "H", "C", "H", "H", "C", "C", "C", "C", "C", "C", "C", "C", "H", "H", "Al", "H", "N", "H", "H", "H", "C", "H", "C", "C", "O", "H", "C", "C", "C", "C", "H", "C", "C", "H", "H", "H", "H", "H", "H", "H", "H", "H", "C", "H", "O", "H", "C"], "coordinates": [[-2.3921, -0.6192, 1.1495], [1.3973, -1.3297, -2.6267], [1.1560, -7.1405, -2.4792], [2.4875, 0.8610, -0.1712], [1.1973, -2.5760, -3.8618], [0.1279, 3.3846, 2.5203], [3.5152, 1.0767, -2.3327], [-1.2110, 5.3667, -1.9402], [0.7661, -4.7042, -3.3712], [-0.9060, 3.6766, 2.3291], [-0.5931, -0.3103, 3.2521], [3.6628, 1.5672, -1.3695], [-1.5047, 6.3503, -2.2805], [2.0524, 1.2169, 2.5559], [-2.6836, 2.3941, -0.1255], [0.3140, 1.6110, 2.1614], [-2.1234, 4.5687, -1.2689], [2.9221, -1.4237, -0.8833], [-4.8187, -0.2816, 1.6111], [-0.4918, -6.0131, 0.4792], [0.3800, -3.1462, -1.9677], [4.6859, 1.3890, -1.0376], [-0.4473, 2.8090, -1.0635], [2.0991, 0.1319, 2.6808], [2.8842, 2.7460, 1.2503], [0.0731, 4.9004, -2.1841], [-2.8977, 0.2987, 0.8733], [-0.6849, 0.7617, 3.4101], [-4.2367, 0.4901, 1.1299], [2.9725, 1.6665, 1.4072], [0.0008, -2.8548, -0.6400], [3.1593, -0.8285, -0.0005], [-0.3089, -3.9001, 0.2509], [4.0189, 1.4651, 1.6459], [0.7815, 5.5214, -2.7166], [-0.1579, 1.0919, -0.1799], [0.1165, -7.6421, -1.1406], [-2.1450, 1.2288, 0.2783], [0.7573, 3.9592, 1.8395], [-0.3697, 1.0144, 4.4226], [-0.5905, -7.1497, -2.6791], [-4.8060, 1.7002, 0.7443], [-5.8547, 1.8914, 0.9275], [-0.2387, -5.2095, -0.2020], [-4.0301, 2.6525, 0.1126], [0.1892, -1.1426, 1.0235], [0.3849, 3.6306, 3.5505], [-1.7463, 3.3026, -0.8339], [0.1460, -5.5192, -1.4977], [0.4421, 3.6346, -1.7453], [-0.0367, -1.4560, -0.1566], [-4.4711, 3.5846, -0.2078], [-0.7347, -3.6760, 1.6792], [0.4564, -4.4747, -2.3583], [-0.1743, -1.5932, -3.3369], [2.3472, 1.6697, 3.5040], [-1.4408, -2.8531, 1.7756], [-1.7255, 1.0616, 3.2827], [3.5191, 2.6383, -1.5053], [0.1252, -3.4381, 2.3063], [2.7139, -1.3319, 0.8556], [4.2433, -0.7900, 0.1154], [-1.2046, -4.5753, 2.0742], [0.7283, -2.1041, -3.0006], [-3.1232, 4.9460, -1.0964], [-0.3284, -0.5112, -1.0045], [1.4422, 3.2782, -1.9634], [0.2127, -6.9438, -1.9697]], "atomic_forces_ev_per_a": [[0.01, 0.02, -0.01], [0.01, -0.03, 0.04], [0.00, -0.01, -0.01], [0.08, -0.08, 0.04], [0.00, -0.03, 0.01], [0.01, -0.02, -0.06], [0.03, 0.03, -0.01], [0.02, 0.02, -0.02], [0.01, 0.01, -0.02], [0.00, 0.00, 0.01], [-0.04, -0.06, 0.00], [-0.05, 0.07, -0.11], [-0.01, 0.01, 0.00], [0.05, -0.07, -0.17], [0.00, 0.04, -0.02], [0.04, 0.24, 0.15], [-0.07, 0.02, 0.01], [-0.01, 0.04, -0.03], [0.01, -0.01, 0.00], [-0.01, 0.00, 0.02], [0.07, -0.01, 0.03], [0.01, -0.01, 0.00], [-0.02, 0.12, 0.03], [0.02, 0.01, 0.01], [0.02, 0.01, 0.01], [-0.02, -0.02, 0.02], [-0.08, -0.08, 0.05], [0.01, 0.07, 0.00], [-0.02, 0.10, -0.03], [-0.09, 0.00, 0.11], [0.09, -0.07, -0.07], [-0.06, -0.02, 0.07], [-0.01, 0.12, 0.03], [0.00, -0.04, -0.04], [0.00, 0.00, -0.02], [0.01, -0.33, 0.21], [0.00, -0.01, 0.01], [0.08, -0.04, -0.12], [-0.01, 0.01, 0.01], [0.05, 0.04, -0.02], [-0.01, 0.00, -0.01], [0.03, -0.07, 0.02], [-0.01, 0.01, 0.00], [-0.02, -0.03, -0.04], [-0.03, 0.05, -0.01], [0.04, 0.17, 0.07], [0.01, -0.04, 0.02], [0.13, -0.09, 0.00], [-0.01, -0.05, 0.03], [-0.03, -0.01, -0.02], [-0.17, -0.09, -0.06], [0.02, 0.00, 0.00], [0.03, -0.03, 0.03], [0.00, 0.01, 0.00], [0.04, 0.03, -0.03], [-0.03, 0.03, 0.00], [0.00, 0.01, 0.01], [-0.02, -0.05, 0.04], [-0.04, -0.02, 0.04], [-0.03, 0.04, 0.01], [-0.01, 0.01, 0.02], [0.00, 0.01, 0.01], [0.01, -0.02, -0.03], [-0.14, 0.07, -0.02], [0.01, 0.01, 0.00], [0.09, -0.04, -0.21], [0.02, 0.04, 0.01], [0.01, 0.03, 0.00]], "mulliken_charge": [0.72, 0.04, 0.38, 0.89, 0.42, -1.41, 0.40, -0.86, 0.41, 0.35, 0.20, -1.35, 0.41, -0.96, 0.85, 1.26, -0.85, 0.31, 0.49, 0.35, 0.73, 0.47, -0.04, 0.26, 0.36, -0.77, -0.41, -1.37, -0.95, -1.22, 0.92, -1.41, 0.49, 0.59, 0.47, 1.16, 0.37, 0.55, 0.37, 0.53, 0.31, -0.56, 0.45, -0.94, -1.12, -0.50, 0.49, 0.57, 0.50, -0.30, 0.13, 0.44, -1.23, -0.92, 0.30, 0.62, 0.07, 0.36, 0.43, 0.24, 0.30, 0.54, 0.44, -1.27, 0.39, -0.55, 0.27, -1.55]}


One value per record, in order, for energy above the lowest of the compared OMol25 structures with the same formula, charge and spin: 37.2, 89.3, 0.0 kcal per mole.
One value per record, in order, for maximum force: 2.71, 3.20, 0.39 eV/A.